109
Properties=species:S:1:pos:R:3:forces:R:3:mulliken_charge:R:1 method="wB97M-V/def2-TZVPD" e_above_lowest_kj_mol=334.16 homo_ha="-0.4628 / -0.4643" total_charge=+2 e_lumo_ha="-0.2023 / -0.2061" molar_mass_g_mol=1036.82 spin_multiplicity=3 total_energy_ev=-136209.854 gap_ev="7.09 / 7.02"
W -0.93737 -0.71555 -1.53330 -0.1 -0.1 0.4 -0.13
C 0.42763 -1.50147 4.09951 0.0 0.1 0.0 -1.68
C -0.43522 -0.45128 3.40224 0.0 0.0 0.1 1.85
C -1.76141 -0.96790 2.90835 -0.1 0.0 -0.1 0.63
C -2.66515 -1.48086 3.83472 0.0 0.0 0.0 -0.76
C -3.91490 -1.93240 3.45306 0.0 0.0 0.0 -1.21
C -4.28167 -1.86917 2.12018 0.0 0.0 0.0 -0.80
C -3.41699 -1.35139 1.16349 0.1 0.0 0.0 0.52
C -3.84860 -1.37405 -0.28863 0.2 0.0 0.5 0.61
C -4.82945 -0.30013 -0.74271 0.0 0.0 -0.1 -1.42
C -2.13342 -0.90300 1.55842 -0.1 0.0 0.0 -0.69
N -1.17277 -0.37771 0.61787 0.1 0.1 0.0 0.90
C -1.57155 0.72937 -0.08373 0.1 -0.2 0.0 -0.97
C -0.65406 1.52209 -0.89140 0.0 0.1 -0.1 -0.04
C -0.89409 1.61507 -2.28221 0.1 0.0 0.1 -0.39
C 0.25964 2.20726 -2.88486 0.0 0.0 0.0 -1.82
C 1.14996 2.44030 -1.89548 -0.1 0.0 0.0 -0.61
N 0.62685 2.03678 -0.66641 0.0 -0.1 0.0 1.58
H 1.32846 -1.04680 4.51928 0.0 0.0 0.0 0.44
H 0.73646 -2.27826 3.40176 0.0 0.0 0.0 0.26
H -0.10108 -1.97770 4.92535 0.0 0.0 0.0 0.49
H 0.10821 -0.03494 2.55918 0.0 0.0 -0.1 -1.46
H -0.63279 0.37429 4.09249 0.0 0.0 0.0 0.13
H -2.38175 -1.51997 4.88002 0.0 0.0 0.0 0.48
H -4.59954 -2.33226 4.18881 0.0 0.0 0.0 0.45
H -5.25508 -2.23167 1.80975 0.0 0.0 0.0 0.52
H -4.28257 -2.34638 -0.52410 0.0 0.0 0.1 0.84
H -2.85585 -1.39767 -0.77087 -0.3 0.2 -0.8 -1.19
H -5.77084 -0.43343 -0.20898 0.0 0.0 0.0 0.46
H -5.04329 -0.38646 -1.80938 0.0 0.0 0.0 0.36
H -4.49668 0.71543 -0.54326 0.1 0.0 0.0 0.35
H -2.60941 1.04656 -0.09386 -0.1 0.0 0.0 0.65
H -1.87041 1.51124 -2.74388 0.0 0.0 0.0 0.87
H 0.39944 2.43381 -3.92874 0.0 0.0 0.0 0.58
H 2.13263 2.87834 -1.95306 0.0 0.0 0.0 0.59
C -3.75103 -0.36509 -6.37126 0.0 0.0 0.0 -0.55
C -2.45228 -0.07554 -6.77462 0.0 0.0 0.0 -0.77
C -1.38890 -0.27002 -5.91097 0.0 0.0 0.0 -0.37
C -1.63761 -0.76217 -4.63482 0.0 0.0 0.0 -0.02
C -2.93214 -1.05599 -4.22410 0.0 0.0 -0.1 0.43
C -3.99161 -0.85677 -5.09719 0.0 0.0 0.0 -1.03
N -0.59147 -0.94420 -3.68132 -0.1 0.0 0.0 1.21
N 0.57088 -1.03248 -4.12629 0.1 0.0 0.0 -0.96
C 1.52965 -1.13262 -3.10956 0.0 0.0 0.0 -0.20
C 2.83143 -1.45878 -3.46560 0.0 0.0 0.1 -0.34
C 3.76468 -1.64001 -2.45674 0.0 0.0 0.0 -1.10
C 3.38394 -1.49257 -1.12509 0.0 0.0 0.0 -0.88
C 2.07937 -1.14881 -0.78495 0.0 0.0 0.0 0.05
C 1.11859 -0.95295 -1.77382 0.1 0.0 -0.1 1.05
H -4.57461 -0.21043 -7.05491 0.0 0.0 0.0 0.42
H -2.26970 0.30567 -7.77009 0.0 0.0 0.0 0.41
H -0.37447 -0.04881 -6.21129 0.0 0.0 0.0 0.49
H -3.11326 -1.47231 -3.23642 0.0 0.0 0.0 0.29
H -5.00012 -1.09893 -4.78976 0.0 0.0 0.0 0.42
H 3.08485 -1.59229 -4.50899 0.0 0.0 0.0 0.57
H 4.78149 -1.91505 -2.70310 0.0 0.0 0.0 0.48
H 4.11028 -1.66509 -0.34092 0.0 0.0 0.0 0.72
H 1.79776 -1.07567 0.26056 0.0 0.0 0.0 0.64
C -2.36384 -4.13939 -1.34420 0.0 -0.1 0.0 -1.31
S -0.82817 -3.25402 -1.54430 0.0 0.0 -0.1 1.62
O -0.21977 -3.70041 -2.80276 0.0 0.0 0.0 -0.76
C 0.10046 -3.92984 -0.18674 0.0 0.0 0.0 -0.20
C 1.30967 -4.52137 -0.51167 0.0 0.0 0.0 -0.61
C 2.04706 -5.12102 0.49990 0.0 0.0 0.0 -0.79
C 1.56517 -5.12920 1.80041 0.0 0.0 0.0 -0.56
C 0.35151 -4.52346 2.10693 0.0 0.0 0.0 -0.81
C -0.38799 -3.90262 1.11365 0.0 0.0 0.0 0.29
H -2.11799 -5.19071 -1.49082 0.0 0.0 0.0 0.52
H -3.04245 -3.79755 -2.12414 0.0 0.0 0.0 0.33
H -2.77955 -3.97307 -0.35266 0.0 0.0 0.0 0.42
H 1.64566 -4.52869 -1.54061 0.0 0.0 0.0 0.52
H 2.98766 -5.60029 0.26399 0.0 0.0 0.0 0.49
H 2.12956 -5.62131 2.58151 0.0 0.0 0.0 0.47
H -0.02449 -4.54322 3.12040 0.0 0.0 0.0 0.52
H -1.32621 -3.41837 1.35955 0.0 0.0 0.0 0.08
C 2.73171 6.99360 0.05015 0.0 0.0 0.0 -0.57
C 3.58602 6.16021 0.75647 0.0 0.0 0.0 -0.87
C 3.24948 4.82897 0.95818 0.0 0.0 0.0 -0.54
C 2.05366 4.34698 0.43525 0.0 0.0 0.0 0.55
C 1.18218 5.18323 -0.25979 0.0 0.0 0.0 -0.29
C 1.53068 6.50845 -0.45472 0.0 0.0 0.0 -0.90
As 1.49236 2.57910 0.86130 0.0 0.0 0.1 2.01
C 0.30503 2.67864 2.33828 -0.1 0.0 0.0 0.54
C -1.05943 2.89382 2.17220 0.0 0.0 0.0 -0.19
C -1.85069 3.10082 3.29051 0.0 0.0 0.0 -0.74
C -1.27722 3.12345 4.55562 0.0 0.0 0.0 -0.66
C 0.09087 2.94805 4.71012 0.0 0.0 0.0 -1.04
C 0.89131 2.72588 3.60057 0.0 0.0 0.0 -0.56
C 3.00619 1.48653 1.19833 0.1 0.0 0.0 0.50
C 4.13710 1.68284 0.40749 0.0 0.0 0.0 -0.46
C 5.27424 0.92822 0.64434 0.0 0.0 0.0 -0.88
C 5.27837 -0.01367 1.66535 0.0 0.0 0.0 -0.84
C 4.14235 -0.21969 2.43846 0.0 0.0 0.0 -0.67
C 2.99987 0.52953 2.20912 -0.1 0.0 0.0 0.46
H 2.99998 8.02963 -0.10667 0.0 0.0 0.0 0.43
H 4.51634 6.54303 1.15323 0.0 0.0 0.0 0.45
H 3.91809 4.18613 1.51630 0.0 0.0 0.0 0.46
H 0.24481 4.80940 -0.65435 0.0 0.0 0.0 0.35
H 0.86562 7.16451 -0.99948 0.0 0.0 0.0 0.44
H -1.50627 2.90818 1.18784 0.0 0.0 0.0 0.36
H -2.91437 3.25847 3.17402 0.0 0.0 0.0 0.47
H -1.89906 3.29255 5.42451 0.0 0.0 0.0 0.45
H 0.53782 2.98546 5.69427 0.0 0.0 0.0 0.46
H 1.95870 2.59355 3.73071 0.0 0.0 0.0 0.50
H 4.14428 2.42513 -0.38147 0.0 0.0 0.0 0.48
H 6.15610 1.07906 0.03667 0.0 0.0 0.0 0.49
H 6.17298 -0.59070 1.85961 0.0 0.0 0.0 0.44
H 4.14839 -0.95916 3.22815 0.0 0.0 0.0 0.52
H 2.11718 0.36518 2.81261 0.0 0.0 0.0 -0.67

---

11
Properties=species:S:1:pos:R:3:forces:R:3:mulliken_charge:R:1 method="wB97M-V/def2-TZVPD" e_above_lowest_kj_mol=192.03 homo_ha=-0.3735 total_charge=0 e_lumo_ha=0.0183 molar_mass_g_mol=83.09 smiles="C=CC#N.C=O" total_energy_ev=-7764.536 gap_ev=10.66
N 2.70581 -0.28787 0.87206 -0.7 -0.3 -0.3 -0.41
C 1.71568 -0.71793 0.45692 0.5 0.2 0.3 0.39
C 0.48119 -1.25450 -0.05973 0.2 -0.2 0.1 -0.27
C -0.67768 -1.07430 0.56515 0.0 -0.3 0.3 -0.55
O -1.57998 1.31186 -0.14187 0.4 0.4 -0.3 -0.38
C -0.60497 1.81444 -0.64361 -0.2 -0.1 0.1 0.01
H 0.56459 -1.86074 -0.95713 0.0 0.2 0.1 0.28
H -0.75609 -0.52651 1.49911 0.1 0.0 -0.2 0.26
H -1.59045 -1.52440 0.18964 0.1 0.1 0.0 0.27
H 0.37416 1.28994 -0.69746 -0.3 0.1 0.0 0.12
H -0.63225 2.83001 -1.08309 -0.1 -0.1 0.1 0.27

---

47
Properties=species:S:1:pos:R:3:forces:R:3:mulliken_charge:R:1 method="wB97M-V/def2-TZVPD" e_above_lowest_kj_mol=157.75 homo_ha="-0.4894 / -0.4693" total_charge=+1 e_lumo_ha="-0.1067 / -0.3007" molar_mass_g_mol=261.32 spin_multiplicity=2 total_energy_ev=-26529.011 gap_ev="10.41 / 4.59"
N 2.57482 1.31680 1.53428 -2.4 1.2 -0.3 -0.57
C 1.20483 1.67083 2.09952 1.8 -1.3 0.0 0.06
C 0.89640 3.14718 1.90612 0.8 -0.2 -1.6 -1.40
C 0.09332 0.78360 1.46609 0.5 -0.9 1.1 0.24
N -0.09780 -0.48446 2.16614 -1.6 1.7 -0.1 0.08
C -1.06309 -1.34080 1.52414 0.6 -0.9 -2.1 0.15
C -0.98011 -2.88454 1.79152 -0.1 1.2 2.8 -1.00
N 0.25922 -3.57894 1.60692 0.2 0.1 -1.1 -0.54
H 2.60528 0.48710 0.95665 0.1 -0.6 0.3 0.42
H 2.77291 2.09199 0.91056 0.7 0.0 0.0 0.33
H 1.29083 1.33013 3.16016 -0.5 0.6 -0.5 0.44
H 0.43733 3.37824 0.92560 -0.2 -0.7 0.6 0.48
H 0.22923 3.53774 2.65311 0.4 0.5 0.6 0.38
H 1.86355 3.62744 1.67599 -0.4 0.5 1.3 0.38
H 0.20124 0.54714 0.39809 -0.3 0.7 0.4 -0.59
H -0.78605 1.43455 1.62825 -0.1 -0.3 -0.1 0.33
H -0.31346 -0.32157 3.15409 0.6 -0.3 0.0 0.39
H -0.92167 -1.08064 0.44743 -0.5 -0.6 0.5 -0.03
H -2.09318 -1.08057 1.78692 0.1 0.3 0.2 0.46
H -1.76995 -3.36676 1.21555 0.1 0.1 0.1 0.40
H -1.27089 -2.88099 2.91358 0.3 -0.6 -1.5 0.35
H 0.28242 -4.04815 0.70996 0.1 -0.2 0.1 0.32
H 1.15239 -3.11704 1.75154 -0.4 0.0 0.5 0.30
H -2.43938 2.29361 -1.00523 0.2 0.4 -0.6 0.33
H -1.81585 1.14024 -0.43386 0.3 -0.1 -0.6 0.23
O -1.63935 1.76529 -1.16848 -1.1 -0.5 1.2 -0.58
H -0.54855 -2.66667 -1.12103 -0.1 -0.8 0.2 0.27
H -1.38071 -2.25149 -2.18857 -0.5 -0.6 -0.7 0.37
O -1.33546 -3.01297 -1.57837 0.7 1.4 0.4 -0.63
H -3.18696 -0.33939 -1.07307 -0.6 -0.4 0.4 0.33
H -4.08609 -0.63732 0.23073 -0.1 -0.4 -0.5 0.31
O -3.50273 -0.02166 -0.21355 0.7 0.7 0.1 -0.67
H 0.10392 4.00720 -1.73496 0.2 0.1 0.0 0.32
H -0.18716 2.70716 -1.01174 -0.2 0.6 -0.1 0.24
O 0.37306 3.51044 -0.95294 0.0 -0.2 -0.3 -0.70
H 1.65308 0.57676 -2.55199 0.2 -0.2 -0.2 0.39
H 1.23742 1.65919 -1.55848 -0.1 0.5 -0.4 0.26
O 0.88222 1.10501 -2.26537 0.4 -0.4 0.6 -0.67
H 1.32667 -1.79270 0.31069 0.0 0.3 -0.1 0.36
H 1.31403 -0.34681 -0.29547 -0.3 0.1 -0.4 0.14
O 1.80312 -1.16170 -0.24794 0.6 -0.9 0.1 -0.71
H 1.53482 -1.12903 -3.57863 0.6 -0.4 0.1 0.44
H 2.34628 -1.65042 -2.36839 0.1 0.1 -0.1 0.32
O 2.39457 -1.03552 -3.11388 -0.5 0.1 -0.2 -0.75
H -0.91327 -0.45719 -4.12807 0.2 -0.1 0.2 0.33
H -0.07801 -0.41423 -2.82744 -0.3 0.5 -0.2 0.38
O -0.42323 -1.01605 -3.50616 -0.3 -0.1 0.1 -0.71